Run i
DFT (ωB97M-V with the def2-TZVPD basis set) results for C4H8N2OS in the gas phase.

Positions of all 16 atoms, in Å:
1 N 1.560 -0.123 -1.790
2 C 1.402 -0.820 -0.683
3 C -0.113 -0.350 -0.294
4 C -0.742 1.000 0.173
5 N -1.591 0.245 1.199
6 S -2.355 1.039 2.616
7 C -0.833 -0.911 0.996
8 O -0.633 -1.972 1.503
9 H 2.535 -0.539 -2.448
10 H 0.611 -0.154 -2.601
11 H 1.949 -0.237 0.151
12 H 1.441 -1.870 -0.585
13 H -0.859 -0.439 -1.105
14 H -1.386 1.576 -0.581
15 H 0.192 1.697 0.524
16 H -1.178 1.858 2.924

Properties
Net charge: 0
SMILES: NC[C@@H]1CN(S)C1=O
2S+1: 1
Orbital gap in eV: 9.872
Highest occupied orbital energy in eV: -9.32

These are the Löwdin partial charges, in e, on atoms 1 to 5: -0.125 -0.350 -0.192 -0.180 -0.401

---

Run ii
DFT (ωB97M-V with the def2-TZVPD basis set) results for a molecular structure, C4H8N2OS.

Positions of all 16 atoms, in Å:
1 C 0.260 2.022 -0.085
2 C -1.097 -0.116 0.051
3 C -2.319 -0.964 -0.191
4 C 2.083 -1.545 0.083
5 H 0.404 2.288 -1.262
6 H 1.110 1.553 0.588
7 H -0.082 3.154 0.322
8 H -1.968 1.798 0.512
9 H -2.131 -2.036 -0.761
10 H 2.389 -1.719 1.561
11 H 3.166 -1.040 -0.549
12 H 1.746 -2.780 -0.658
13 N -1.014 1.146 0.112
14 N -0.040 -0.897 0.132
15 O 1.323 -0.332 0.037
16 S -3.831 -0.531 0.108

Properties
Net charge: 0
2S+1: 1
Orbital gap in eV: 7.606
Highest occupied orbital energy in eV: -8.38

These are the Löwdin partial charges, in e, on atoms 1 to 5: -0.073 -0.562 -0.625 -0.219 0.114

---

What should be chosen as the most stable of them? Choose run i.

---

Run i
DFT (ωB97M-V with the def2-TZVPD basis set) results for C7H13NS in the gas phase.

Positions of all 22 atoms, in Å:
1 C 1.205 0.532 -0.823
2 C -0.758 1.236 -0.109
3 C 0.363 -0.709 -0.299
4 C 2.292 0.944 0.102
5 C -1.912 2.207 0.060
6 C 0.601 -1.459 1.033
7 C 0.355 -1.648 -1.418
8 N -0.880 -0.003 -0.090
9 S -2.559 -0.823 0.269
10 H 2.674 -0.066 0.369
11 H 2.057 1.428 0.987
12 H 3.117 1.559 -0.369
13 H -1.914 2.627 1.097
14 H -2.934 1.825 -0.260
15 H -1.668 3.091 -0.727
16 H -0.361 -2.033 1.207
17 H 0.787 -0.920 2.003
18 H 1.524 -2.111 1.207
19 H 0.062 -1.161 -2.365
20 H -0.332 -2.521 -1.202
21 H 1.387 -2.144 -1.691
22 H -3.105 0.148 1.016

Properties
Net charge: 0
2S+1: 1
Orbital gap in eV: 7.433
Highest occupied orbital energy in eV: -7.27

These are the Löwdin partial charges, in e, on atoms 1 to 5: 0.015 -0.161 -0.670 -0.167 -0.114

---

Run ii
DFT (ωB97M-V with the def2-TZVPD basis set) results for 2 unconnected molecules or ions with the total composition C7H13NS.

Positions of all 22 atoms, in Å:
1 C 0.299 0.815 2.046
2 C 1.002 0.468 0.841
3 C 1.162 -0.443 -0.064
4 C 0.822 -1.765 -0.583
5 C 1.782 0.918 -0.361
6 C 1.098 1.740 -1.317
7 H 0.893 0.613 2.912
8 H -0.486 0.182 2.330
9 H -0.018 1.797 1.977
10 H 1.721 -2.345 -0.756
11 H 0.345 -1.780 -1.551
12 H 0.173 -2.261 0.019
13 H 2.920 0.966 -0.359
14 H 1.074 2.767 -1.254
15 H 0.073 1.496 -1.364
16 H 1.450 1.579 -2.449
17 C -2.624 -0.617 0.951
18 N -1.938 -0.083 -0.164
19 S -2.381 1.205 -0.827
20 H -2.479 0.099 1.843
21 H -2.106 -1.561 1.290
22 H -3.690 -0.749 0.762

Properties
Net charge: 0
SMILES: CC1=C(C)C1C.CN=S
2S+1: 1
Orbital gap (alpha / beta) in eV: 7.135 / 7.164
Highest occupied orbital energy (alpha / beta) in eV: -8.22 / -8.25

These are the Löwdin partial charges, in e, on atoms 1 to 5: -0.039 -0.190 -0.162 -0.038 -0.254

---

What should be chosen as the most stable of them? Choose run ii.

---

Run i
DFT (ωB97M-V with the def2-TZVPD basis set) results for a molecular structure, C3H8FN.

Positions of all 13 atoms, in Å:
1 C -0.207 -1.457 -0.384
2 C -0.427 0.072 0.168
3 C 0.815 0.695 0.875
4 H 0.443 -1.984 0.338
5 H 0.300 -1.293 -1.374
6 H -1.300 -1.794 -0.257
7 H -1.136 -0.052 1.100
8 H 0.486 2.207 -1.114
9 H -1.476 0.339 -2.090
10 H 1.606 1.145 0.111
11 H 0.396 1.437 1.928
12 N -1.045 1.023 -0.882
13 F 1.546 -0.339 1.581

Properties
Net charge: 0
2S+1: 1
Orbital gap in eV: 8.214
Highest occupied orbital energy in eV: -9.48

These are the Löwdin partial charges, in e, on atoms 1 to 5: -0.084 -0.554 -0.218 0.053 0.070

---

Run ii
DFT (ωB97M-V with the def2-TZVPD basis set) results for C3H8FN in the gas phase.

Positions of all 13 atoms, in Å:
1 N 0.123 1.982 -0.532
2 C 0.528 0.542 -0.440
3 C -0.108 -0.167 0.761
4 C -0.304 -1.621 0.346
5 F -0.836 -2.495 1.284
6 H -0.840 2.025 -0.454
7 H 0.510 2.436 -1.338
8 H 0.149 0.272 -1.417
9 H 1.620 0.380 -0.365
10 H -1.041 0.333 1.035
11 H 0.481 0.009 1.671
12 H 0.662 -1.957 -0.030
13 H -0.943 -1.739 -0.521

Properties
Net charge: 0
SMILES: NCCCF
2S+1: 1
Orbital gap in eV: 10.218
Highest occupied orbital energy in eV: -9.14

These are the Löwdin partial charges, in e, on atoms 1 to 5: -0.015 -0.274 -0.180 -0.229 -0.054

---

Run iii
DFT (ωB97M-V with the def2-TZVPD basis set) results for C3H8FN in the gas phase.

Positions of all 13 atoms, in Å:
1 C 0.414 0.538 1.736
2 N -0.525 0.118 0.763
3 C 0.398 -0.488 -0.413
4 C -0.601 -0.502 -1.597
5 F -0.751 0.777 -2.096
6 H 0.005 0.974 2.687
7 H 1.190 -0.164 2.129
8 H 0.734 1.417 1.245
9 H -0.883 0.911 0.277
10 H 1.149 0.080 -0.833
11 H 0.510 -1.600 -0.193
12 H -1.561 -0.959 -1.336
13 H -0.079 -1.103 -2.369

Properties
Net charge: 0
SMILES: CNCCF
2S+1: 1
Orbital gap in eV: 10.368
Highest occupied orbital energy in eV: -9.20

These are the Löwdin partial charges, in e, on atoms 1 to 5: -0.203 -0.108 -0.141 -0.242 -0.058

---

What should be chosen as the most stable of them? Choose run ii.